1.
# C24H30ClN4O4PS2W

A structure of composition C24H30ClN4O4PS2W (ωB97M-V/def2-TZVPD, OMol25).

Output
- spin multiplicity = 2
- <S²> = 0.75
- electronic energy (Ha) = -3117.5378
- energy relative to the best compared isomer or geometry (same formula, charge and spin) (kJ/mol) = 67.4
- net charge = +1

The geometry in XYZ format:
```
67
Properties=species:S:1:pos:R:3:lowdin_charge:R:1
W -0.1330 -0.7035 -0.1321 1.22
C 0.4291 1.6764 1.7838 -0.13
N -0.7230 0.7907 1.5351 -0.27
C -1.0213 -0.0372 2.7523 -0.08
C -0.8995 -1.5473 2.6583 -0.24
C -1.2273 -2.2830 3.7888 -0.01
C -1.1408 -3.6617 3.7494 -0.03
C -0.7306 -4.2712 2.5738 -0.03
C -0.4261 -3.4816 1.4851 -0.08
N -0.5127 -2.1403 1.5225 -0.03
C -1.9201 1.5748 1.1857 -0.17
C -2.9309 0.6339 0.5935 -0.27
C -4.2559 0.9814 0.4033 0.00
C -5.1255 0.0254 -0.0913 -0.03
C -4.6503 -1.2498 -0.3526 -0.02
C -3.3094 -1.5097 -0.1516 -0.09
N -2.4546 -0.5807 0.2980 0.00
C 1.6260 0.7989 1.9833 -0.25
C 2.7082 1.1227 2.7798 0.01
C 3.7524 0.2167 2.8803 -0.03
C 3.6657 -0.9891 2.2026 -0.02
C 2.5455 -1.2410 1.4345 -0.14
N 1.5502 -0.3557 1.3114 -0.08
H 0.2590 2.3257 2.6495 0.14
H 0.5652 2.2905 0.8907 0.09
H -2.0466 0.1741 3.0599 0.14
H -0.3816 0.3028 3.5699 0.14
H -1.5427 -1.7702 4.6882 0.13
H -1.3915 -4.2509 4.6210 0.12
H -0.6474 -5.3450 2.4899 0.12
H -0.1071 -3.8965 0.5403 0.11
H -1.6402 2.3535 0.4788 0.08
H -2.3330 2.0560 2.0797 0.14
H -4.5928 1.9811 0.6423 0.13
H -6.1667 0.2675 -0.2576 0.12
H -5.2979 -2.0338 -0.7168 0.12
H -2.8896 -2.4840 -0.3615 0.10
H 2.7254 2.0684 3.3043 0.12
H 4.6167 0.4458 3.4889 0.12
H 4.4493 -1.7304 2.2597 0.12
H 2.4324 -2.1636 0.8793 0.11
C 1.7992 1.8204 -5.8655 -0.07
C 1.1991 1.2151 -4.6239 -0.28
O 1.7843 1.8832 -3.4746 -0.31
P 1.4707 1.3796 -2.0060 -0.07
S 1.9991 -0.4770 -1.5971 0.46
S -0.4754 1.4347 -1.6124 0.43
O 2.3396 2.4028 -1.1562 -0.32
C 2.1787 3.8291 -1.3584 -0.27
C 2.7075 4.5336 -0.1346 -0.06
H 1.3659 1.3440 -6.7455 0.08
H 2.8778 1.6718 -5.8922 0.08
H 1.5898 2.8881 -5.9201 0.08
H 1.4180 0.1489 -4.5443 0.10
H 0.1183 1.3560 -4.5797 0.10
H 1.1201 4.0472 -1.5236 0.11
H 2.7313 4.1039 -2.2560 0.12
H 2.0862 4.3305 0.7392 0.07
H 2.7169 5.6113 -0.2970 0.09
H 3.7264 4.2119 0.0789 0.09
Cl -1.9852 -4.7184 -2.3283 0.60
C -0.8278 -3.5587 -3.0474 -0.44
C -0.5865 -2.4857 -2.0247 -0.76
O 0.3052 -2.6330 -1.1413 -0.23
O -1.2953 -1.4538 -1.9731 -0.14
H -1.2781 -3.1485 -3.9452 0.09
H 0.0871 -4.0969 -3.2718 0.09
```

***

2.
# C24H30ClNO5

A structure of composition C24H30ClNO5 (ωB97M-V/def2-TZVPD, OMol25).

Output
- electronic energy (Ha) = -1822.9094

The geometry in XYZ format:
```
61
Properties=species:S:1:pos:R:3:lowdin_charge:R:1
C 0.3977 -0.6846 -4.6021 -0.05
C 1.1822 -0.4280 -3.4270 -0.50
H 1.9571 0.2124 -3.5609 0.11
H 1.5808 -1.4875 -3.1110 0.17
O 0.4050 0.0408 -2.6260 -0.01
C 1.0837 0.0962 -1.2308 -0.10
O 2.3365 -0.2511 -0.9576 0.04
C -0.0605 0.7611 -0.2571 -0.29
C -1.4504 0.1582 -0.3644 -0.16
C -1.3536 -1.2174 -0.0145 -0.14
N -1.0035 -1.5427 1.5432 -0.10
C -1.2192 -2.9421 1.8721 -0.12
C -0.3389 -3.8339 0.8749 -0.25
C -0.9895 -4.5822 0.1466 -0.58
C -0.3165 -5.5151 -0.8110 0.10
C 1.2417 -5.7318 -0.4176 -0.31
C 1.8682 -4.9072 0.4875 -0.20
C 1.0894 -4.1147 1.3470 0.11
H 1.3104 -3.4915 2.1989 0.10
O 3.1329 -5.2675 0.8478 -0.07
C 3.7280 -4.5582 1.6309 -0.29
H 4.8944 -4.9510 1.7854 0.15
H 3.3854 -4.7183 2.8303 0.14
H 3.8404 -3.4799 1.6376 0.09
O 1.5359 -6.6086 -1.2648 0.07
H 2.6992 -6.4711 -0.8988 0.29
H -0.5914 -6.0084 -1.6468 0.05
Cl -2.7780 -4.4233 -0.1975 0.63
H -0.6497 -2.8936 2.9564 0.18
H -2.1049 -2.9612 1.8667 -0.03
C 0.3487 -0.9879 1.5896 -0.22
C 0.4655 0.4781 1.1257 -0.14
H 1.5543 0.8769 1.3793 0.18
H -0.0170 1.0539 1.8313 0.07
H 0.8124 -1.1602 2.5283 0.11
H 1.0531 -1.4971 1.0604 0.06
H -2.5229 -1.6476 -0.1523 0.16
H -0.5566 -1.7786 -0.5155 0.12
H -1.7667 0.3458 -1.2859 0.08
H -2.0206 0.6117 0.5393 0.17
C 0.2622 2.4047 -0.5076 -0.03
C -0.5780 3.1085 0.5081 -0.09
O -0.4616 4.4453 -0.2243 -0.10
C -1.0597 5.5555 0.2840 -0.33
C -0.9933 6.7106 -0.1867 -0.05
C -1.5257 8.1217 0.2825 0.00
C -2.3154 7.9628 1.3537 -0.21
C -2.5609 6.7764 1.8766 -0.19
C -2.1956 5.4767 1.4527 0.03
H -2.2536 4.3895 1.9789 0.13
H -3.4077 6.5401 2.7974 0.16
H -2.9462 8.7525 1.8038 0.12
H -1.4675 9.0860 -0.1179 0.08
H -0.1250 6.9815 -1.0081 0.16
H -1.6921 3.1034 0.2654 0.15
H -0.3357 3.2353 1.5656 0.13
H 1.1403 2.6079 -0.5845 0.02
H -0.1612 2.3440 -1.5588 0.16
H 0.8805 -1.1693 -5.3729 0.06
H -0.3037 -1.2122 -4.2522 0.01
H -0.0635 0.2861 -5.0931 0.14
```

***

3.
# C24H30F18O12

A cluster of 6 separate species, C24H30F18O12 in total (ωB97M-V/def2-TZVPD, OMol25).

Output
- spin multiplicity = 2
- <S²> = 0.76
- electronic energy (Ha) = -3632.5336
- energy relative to the best compared isomer or geometry (same formula, charge and spin) (kJ/mol) = 161.9
- net charge = +1

The geometry in XYZ format:
```
84
Properties=species:S:1:pos:R:3:lowdin_charge:R:1
C 4.8572 -2.2990 2.5367 -0.03
C 3.4345 -1.7900 2.9103 -0.19
O 3.3731 -1.6042 4.3671 -0.01
C 2.4518 -0.6268 4.9614 -0.20
O 1.7909 0.1349 4.2229 0.11
C 2.3331 -0.6940 6.4595 -0.49
F 2.3987 0.5161 7.0219 0.18
F 1.0923 -1.1835 6.7857 0.14
F 3.2718 -1.5133 7.0509 0.15
H 4.9678 -3.2298 3.0930 0.09
H 5.6567 -1.6102 2.8094 0.09
H 4.8696 -2.5953 1.4878 0.07
H 2.6665 -2.4894 2.5803 0.11
H 3.2813 -0.8232 2.4308 0.09
C -5.2316 6.6219 -4.4679 -0.04
C -5.2353 5.4378 -3.3581 -0.17
O -3.9108 5.0051 -3.1169 -0.01
C -3.5481 4.2301 -2.0425 -0.30
O -4.3733 3.7021 -1.2868 0.13
C -2.0228 4.1051 -1.8613 -0.55
F -1.6673 3.3603 -0.8320 0.18
F -1.5179 3.5629 -2.9885 0.15
F -1.5001 5.3330 -1.8064 0.18
H -4.5655 7.4765 -4.3484 0.07
H -6.2558 6.9635 -4.6173 0.07
H -4.8861 6.3062 -5.4523 0.06
H -5.7805 4.5952 -3.7834 0.12
H -5.6890 5.8420 -2.4531 0.12
C -0.8303 -1.8390 1.2872 0.00
C -0.6148 -0.3109 1.6597 -0.14
O -0.1630 0.3319 0.4939 0.08
C 1.1509 0.2598 -0.0069 -0.06
O 2.1815 -0.2835 0.5110 0.35
C 1.3327 1.0463 -1.3503 -0.53
F 0.3041 1.8950 -1.4254 0.20
F 2.4357 1.7792 -1.3329 0.23
F 1.3197 0.2188 -2.3748 0.23
H 0.0752 -2.3397 0.9447 0.06
H -1.6433 -1.9368 0.5678 0.09
H -0.9752 -2.4011 2.2098 0.09
H -0.0079 -0.1020 2.5407 0.11
H -1.5725 0.1566 1.8885 0.14
C -2.0540 -4.9575 -1.8649 -0.05
C -0.8972 -4.8196 -2.8571 -0.19
O 0.1453 -4.0063 -2.2404 -0.03
C 1.1559 -4.5746 -1.4906 -0.29
O 1.1606 -5.7685 -1.1919 0.14
C 2.4030 -3.6351 -1.1699 -0.65
F 2.4212 -2.5615 -1.8827 0.21
F 2.3032 -3.3655 0.0860 0.18
F 3.5374 -4.2883 -1.2687 0.21
H -2.1231 -4.0178 -1.3170 0.07
H -1.7849 -5.7955 -1.2219 0.08
H -2.9755 -5.1627 -2.4097 0.08
H -1.1337 -4.2407 -3.7498 0.12
H -0.5799 -5.7617 -3.3043 0.13
C 2.8663 1.2133 -9.1737 -0.07
C 4.0850 0.9918 -8.3693 -0.24
O 3.6009 0.4710 -7.1360 0.01
C 4.3943 -0.1049 -6.1967 -0.28
O 5.6576 -0.2005 -6.2764 0.11
C 3.7018 -0.5703 -4.9039 -0.51
F 4.3510 -0.3579 -3.7352 0.15
F 2.4483 0.0548 -4.8169 0.09
F 3.4830 -1.8444 -5.0070 0.20
H 2.4071 0.2762 -9.4885 0.09
H 3.0802 1.8407 -10.0390 0.09
H 2.2756 1.8151 -8.4831 0.09
H 4.5012 1.9643 -8.1063 0.13
H 4.8742 0.4751 -8.9155 0.14
C -3.4631 -0.2943 9.5126 -0.04
C -4.4507 0.1525 8.3189 -0.16
O -3.7982 0.2185 7.0377 -0.01
C -3.0779 1.2764 6.5747 -0.29
O -2.9837 2.3333 7.2277 0.12
C -2.3952 1.1466 5.1387 -0.52
F -1.4434 0.2390 5.2841 0.16
F -3.2732 0.7866 4.2026 0.17
F -1.7279 2.2989 4.8277 0.14
H -2.4490 0.0820 9.3784 0.07
H -3.5961 -1.3623 9.6850 0.06
H -3.8811 0.1366 10.4225 0.07
H -4.6796 1.1815 8.5961 0.11
H -5.3391 -0.4728 8.4079 0.12
```

***

4.
# C24H30N2O4

The molecule C24H30N2O4 (ωB97M-V/def2-TZVPD, OMol25).

Output
- electronic energy (Ha) = -1343.0403
- energy relative to the best compared isomer or geometry (same formula, charge and spin) (kJ/mol) = 145.9
- SMILES = COC(=O)c1ccc(CN2CCC[C@H](CNC(=O)Cc3ccc(OC)cc3)C2)cc1

The geometry in XYZ format:
```
60
Properties=species:S:1:pos:R:3:lowdin_charge:R:1
C 0.7206 6.0947 0.6535 -0.05
H -0.0528 5.8905 1.3970 0.10
H 1.4859 6.7473 1.0657 0.09
H 0.2529 6.5553 -0.2193 0.10
O 1.3789 4.8938 0.2836 -0.04
C 0.5933 3.9313 -0.2270 -0.46
O -0.5996 4.0600 -0.3640 0.11
C 1.3487 2.7140 -0.5976 -0.12
C 0.6461 1.6517 -1.1632 0.00
C 1.3099 0.5001 -1.5326 -0.04
C 2.6835 0.3761 -1.3376 -0.20
C 3.3791 1.4465 -0.7837 -0.04
C 2.7247 2.6060 -0.4148 0.00
H 3.2714 3.4325 0.0115 0.12
H 4.4489 1.3709 -0.6483 0.12
C 3.3934 -0.9098 -1.6946 -0.14
N 3.4606 -1.9272 -0.6649 -0.16
C 2.2089 -2.4899 -0.2133 -0.14
C 1.5595 -1.7348 0.9594 -0.29
C 2.5564 -1.6820 2.1154 -0.16
C 3.8325 -0.9948 1.6365 -0.17
C 4.3975 -1.7406 0.4201 -0.18
H 5.2812 -1.2264 0.0365 0.12
H 4.7060 -2.7423 0.7458 0.12
H 3.6055 0.0391 1.3696 0.09
H 4.5811 -0.9851 2.4307 0.11
H 2.1287 -1.1384 2.9611 0.12
H 2.7855 -2.6979 2.4464 0.12
H 1.3397 -0.7065 0.6516 0.13
C 0.2400 -2.3991 1.3625 -0.14
N -0.7759 -2.1970 0.3576 0.08
C -1.2562 -3.1857 -0.4234 -0.50
O -0.9188 -4.3452 -0.3192 0.06
C -2.2584 -2.7134 -1.4816 -0.05
C -3.0997 -1.5611 -1.0224 -0.26
C -2.7858 -0.2499 -1.3729 -0.05
C -3.5349 0.8101 -0.9080 0.01
C -4.6336 0.5847 -0.0771 -0.27
C -4.9572 -0.7213 0.2756 -0.01
C -4.1910 -1.7745 -0.1927 -0.02
H -4.4500 -2.7838 0.0924 0.12
H -5.8013 -0.9325 0.9130 0.10
O -5.3136 1.6936 0.3234 -0.08
C -6.4389 1.5316 1.1503 -0.09
H -6.1742 1.0666 2.1058 0.10
H -6.8171 2.5362 1.3330 0.09
H -7.2169 0.9369 0.6601 0.10
H -3.2922 1.8273 -1.1717 0.12
H -1.9495 -0.0591 -2.0312 0.11
H -2.8773 -3.5737 -1.7408 0.13
H -1.6812 -2.4372 -2.3681 0.12
H -1.0935 -1.2523 0.1997 0.13
H -0.1093 -1.9847 2.3149 0.13
H 0.3703 -3.4785 1.4697 0.13
H 1.5216 -2.5446 -1.0589 0.12
H 2.4113 -3.5171 0.1134 0.14
H 2.8881 -1.3661 -2.5530 0.13
H 4.4225 -0.6851 -1.9898 0.12
H 0.7633 -0.3181 -1.9802 0.11
H -0.4189 1.7587 -1.3041 0.10
```

***

5.
# C24H30N2O5S

The molecule C24H30N2O5S (ωB97M-V/def2-TZVPD, OMol25).

Output
- electronic energy (Ha) = -1816.4902
- energy relative to the best compared isomer or geometry (same formula, charge and spin) (kJ/mol) = 29.7
- SMILES = Cc1cccc(C)c1NC(=O)COC(=O)CCc1ccc(S(=O)(=O)N2CCCCC2)cc1

The geometry in XYZ format:
```
62
Properties=species:S:1:pos:R:3:lowdin_charge:R:1
C -4.7323 -2.2884 -0.7243 -0.04
C -3.5259 -2.5997 0.1092 -0.21
C -3.3779 -3.8316 0.7266 -0.05
C -2.2575 -4.1043 1.4916 -0.08
C -1.2846 -3.1385 1.6613 -0.05
C -1.4014 -1.8892 1.0631 -0.19
C -2.5229 -1.6404 0.2728 -0.14
N -2.6998 -0.3870 -0.3711 0.14
C -1.8787 0.1225 -1.3044 -0.43
O -0.8561 -0.3932 -1.6980 0.09
C -2.3748 1.4663 -1.8780 -0.03
H -1.8389 1.6694 -2.8058 0.14
H -3.4561 1.4335 -2.0522 0.14
O -2.0567 2.5488 -1.0094 0.01
C -2.8262 2.7545 0.0526 -0.47
O -3.8141 2.1036 0.3030 0.10
C -2.3341 3.8931 0.9141 -0.07
H -3.1113 4.6617 0.9140 0.13
H -2.2721 3.5083 1.9345 0.13
C -0.9975 4.4946 0.4705 -0.13
C 0.1130 3.4786 0.4118 -0.23
C 0.7970 3.2470 -0.7764 -0.02
C 1.8174 2.3140 -0.8369 -0.04
C 2.1490 1.5997 0.2972 -0.26
C 1.4946 1.8264 1.4921 -0.06
C 0.4811 2.7661 1.5488 -0.02
H -0.0190 2.9536 2.4881 0.12
H 1.8060 1.2735 2.3633 0.12
S 3.4839 0.4061 0.2702 0.68
O 4.4188 0.7876 -0.7539 -0.28
O 3.9735 0.2687 1.6130 -0.29
N 2.6992 -1.0282 -0.1387 -0.23
C 3.3305 -2.1992 0.4443 -0.21
C 2.4617 -3.4288 0.2085 -0.17
C 2.2794 -3.6401 -1.2905 -0.20
C 1.6629 -2.3859 -1.8987 -0.17
C 2.5029 -1.1544 -1.5713 -0.21
H 1.9805 -0.2579 -1.9074 0.11
H 3.4765 -1.2057 -2.0803 0.13
H 0.6568 -2.2386 -1.5078 0.09
H 1.5922 -2.4791 -2.9831 0.12
H 1.6359 -4.5018 -1.4765 0.11
H 3.2510 -3.8352 -1.7515 0.11
H 1.4863 -3.2750 0.6702 0.10
H 2.9360 -4.2972 0.6686 0.11
H 3.4567 -1.9927 1.5075 0.11
H 4.3262 -2.3586 0.0028 0.13
H 2.3738 2.1480 -1.7456 0.12
H 0.5285 3.8040 -1.6615 0.12
H -0.7290 5.2793 1.1826 0.13
H -1.1172 4.9547 -0.5107 0.12
H -3.5425 0.1287 -0.1385 0.13
C -0.3626 -0.8383 1.2859 -0.03
H 0.2198 -1.0594 2.1764 0.09
H 0.3214 -0.7883 0.4386 0.06
H -0.8239 0.1422 1.3963 0.08
H -0.4236 -3.3459 2.2798 0.11
H -2.1493 -5.0689 1.9643 0.10
H -4.1441 -4.5827 0.6034 0.11
H -5.3195 -1.4912 -0.2670 0.08
H -4.4345 -1.9591 -1.7192 0.08
H -5.3653 -3.1661 -0.8222 0.08
```

***

6.
# C24H30N3O9Sr

A structure of composition C24H30N3O9Sr (ωB97M-V/def2-TZVPD, OMol25).

Output
- electronic energy (Ha) = -1804.4065
- energy relative to the best compared isomer or geometry (same formula, charge and spin) (kJ/mol) = 0.0
- net charge = -1

The geometry in XYZ format:
```
67
Properties=species:S:1:pos:R:3:lowdin_charge:R:1
Sr 0.3944 1.1342 -1.4081 1.48
C -3.0328 4.2068 0.3620 -0.13
C -1.7386 3.4839 0.6677 -0.52
O -1.0270 2.9838 -0.4195 -0.48
H -3.7671 3.7012 -0.2651 0.04
H -2.8392 5.1543 -0.1408 0.06
H -3.3897 4.3703 1.3789 0.06
H -2.0678 2.6803 1.3265 0.08
H -1.1898 4.2302 1.2421 0.08
C 5.0350 1.3396 -0.7969 -0.12
C 4.2497 1.5347 -2.0382 -0.50
O 2.8511 1.3384 -2.0092 -0.49
H 4.6955 1.8228 0.1192 0.04
H 6.0789 1.5940 -0.9803 0.06
H 5.0818 0.2897 -0.5078 0.07
H 4.6063 0.8285 -2.7879 0.08
H 4.3813 2.5079 -2.5111 0.08
C -1.4963 -2.6230 -3.0806 -0.11
C -1.6098 -1.1310 -3.5997 -0.43
O -0.4559 -0.3352 -3.3114 -0.49
H -2.1544 -3.3657 -3.5317 0.05
H -1.5793 -2.6953 -1.9962 0.04
H -0.5366 -3.0341 -3.3939 0.04
H -2.5534 -0.7426 -3.2164 0.06
H -1.7005 -1.1370 -4.6859 0.07
C 0.2756 -6.0340 1.1260 -0.11
C 0.2859 -6.0481 -0.2645 -0.06
C 0.4639 -4.8438 -0.9731 0.00
C 0.6820 -3.6736 -0.2473 -0.12
C 0.6568 -3.6871 1.1998 0.03
C 0.4113 -4.8829 1.8421 -0.10
N 0.9860 -2.4857 -1.0287 -0.29
O 0.9019 -1.4497 -0.3350 -0.04
O 1.5115 -2.5664 -2.1251 0.11
H -0.0161 -6.9432 1.6305 0.10
H 0.1021 -6.9790 -0.7803 0.10
H 0.4574 -4.8014 -2.0523 0.11
H 0.9278 -2.7851 1.7284 0.11
H 0.4066 -4.8740 2.9220 0.11
C -6.3303 0.4983 -0.1983 -0.08
C -5.2751 1.2007 -0.7892 -0.07
C -3.9825 0.7152 -0.7212 0.04
C -3.7741 -0.5550 -0.0411 -0.10
C -4.8205 -1.1221 0.6590 -0.02
C -6.1272 -0.6954 0.4936 -0.07
N -2.4253 -1.0359 0.2247 -0.31
O -1.5117 -0.3477 -0.2065 -0.01
O -2.2957 -2.0650 0.8631 0.08
H -7.3172 0.9234 -0.3060 0.10
H -5.5272 2.1269 -1.2843 0.10
H -3.1236 1.2663 -1.0749 0.11
H -4.6392 -2.0389 1.2004 0.11
H -6.9613 -1.2880 0.8394 0.10
C 4.5539 4.1096 2.9198 -0.08
C 5.0345 2.8352 3.1852 -0.08
C 4.3025 1.7247 2.7718 -0.03
C 3.0795 1.8952 2.1581 -0.14
C 2.6289 3.1662 1.7082 0.05
C 3.4113 4.2550 2.1515 -0.07
N 2.2668 0.7007 1.8172 -0.25
O 2.5694 -0.3269 2.4112 0.08
O 1.3004 0.8217 0.9870 -0.07
H 5.1442 4.9262 3.3085 0.10
H 5.9625 2.6807 3.7157 0.10
H 4.6714 0.7758 3.1322 0.12
H 1.7609 3.5168 1.1697 0.12
H 3.1362 5.2540 1.8471 0.10
```

***

no.,molecular weight (g mol⁻¹)
1,752.93
2,447.96
3,852.46
4,410.51
5,458.58
6,592.14